Entry 1:
{
  "formula": "C6H6I2",
  "method": "ωB97M-V/def2-TZVPD",
  "s_squared": 2.01,
  "orbital_gap_ev": [8.049, 6.020],
  "multiplicity": 3,
  "largest_force_ha_per_bohr": 0.06769,
  "total_charge": 0,
  "symbols": ["C", "C", "C", "C", "C", "C", "I", "I", "H", "H", "H", "H", "H", "H"],
  "coordinates": [[1.020, 0.376, -1.594], [-0.349, 0.099, 1.590], [-0.277, 0.450, -0.797], [1.027, 0.199, 0.955], [1.043, 0.976, -0.223], [-0.171, -0.510, 0.278], [-3.934, -0.294, -0.121], [-0.218, -2.666, -0.110], [1.360, -0.649, -1.726], [1.071, 1.096, -2.436], [-0.221, -0.577, 2.352], [-1.027, 0.974, 1.792], [-1.288, 0.776, -1.246], [1.964, -0.250, 1.285]]
}


Entry 2:
{
  "formula": "C3H9NO3",
  "method": "ωB97M-V/def2-TZVPD",
  "orbital_gap_ev": 10.383,
  "smiles": "NC(=O)CCO.O",
  "largest_force_ha_per_bohr": 0.09293,
  "relative_energy_kj_mol": 243.8,
  "total_charge": 0,
  "symbols": ["C", "C", "O", "C", "N", "O", "H", "H", "H", "H", "H", "H", "H", "H", "H", "O"],
  "coordinates": [[0.127, -1.999, -1.344], [-0.466, -0.672, -2.175], [-1.439, -0.057, -1.172], [1.003, -1.373, -0.263], [0.317, -1.187, 1.034], [2.150, -0.897, -0.536], [0.657, -2.721, -1.911], [-0.658, -2.708, -0.846], [0.362, -0.015, -2.451], [-1.015, -0.879, -3.126], [-1.833, 0.714, -1.759], [1.020, -0.993, 1.709], [-0.450, -0.535, 1.230], [-0.468, 4.910, 4.282], [-0.891, 5.275, 2.912], [-1.077, 4.644, 3.636]]
}


Entry 3:
{
  "formula": "C9H11O2PS",
  "method": "ωB97M-V/def2-TZVPD",
  "orbital_gap_ev": 7.012,
  "largest_force_ha_per_bohr": 0.08182,
  "relative_energy_kj_mol": 0.0,
  "total_charge": 0,
  "symbols": ["C", "C", "C", "C", "C", "C", "C", "C", "C", "O", "O", "P", "S", "H", "H", "H", "H", "H", "H", "H", "H", "H", "H", "H"],
  "coordinates": [[-3.574, 1.575, 0.149], [-3.235, 0.244, 0.345], [-2.701, 2.312, -0.626], [-2.108, -0.031, -0.436], [1.837, -0.680, -0.543], [0.902, -0.433, 0.658], [1.749, -1.883, -1.150], [2.825, 0.397, -1.071], [1.687, 0.133, 1.822], [-2.167, -2.764, 0.248], [-0.106, -1.081, 0.897], [-1.358, -1.807, -0.502], [-1.457, 1.300, -1.253], [-4.436, 2.112, 0.639], [-3.696, -0.464, 1.039], [-2.491, 3.385, -0.711], [2.512, -2.124, -1.875], [1.237, -2.598, -0.573], [2.439, 0.601, -2.029], [3.742, -0.125, -1.054], [2.797, 1.293, -0.324], [2.119, 1.146, 1.642], [2.437, -0.602, 1.919], [1.047, 0.095, 2.791]]
}


Entry 4:
{
  "formula": "C7H8",
  "method": "ωB97M-V/def2-TZVPD",
  "s_squared": 2.01,
  "orbital_gap_ev": [5.932, 6.492],
  "multiplicity": 3,
  "largest_force_ha_per_bohr": 0.15833,
  "relative_energy_kj_mol": 520.9,
  "total_charge": 0,
  "symbols": ["C", "C", "C", "C", "C", "C", "C", "H", "H", "H", "H", "H", "H", "H", "H"],
  "coordinates": [[1.273, 0.863, 0.129], [2.310, 0.103, 0.367], [1.220, -0.724, -0.105], [0.926, -1.946, -0.477], [0.176, 1.773, -0.154], [-0.501, 0.458, -0.354], [-1.443, -0.034, 0.696], [-0.020, -2.254, -0.891], [1.671, -2.719, -0.361], [-0.157, 2.379, 0.686], [0.326, 2.373, -1.049], [-0.713, 0.181, -1.378], [-2.427, 0.412, 0.536], [-1.089, 0.251, 1.685], [-1.552, -1.117, 0.670]]
}


Entry 5:
{
  "formula": "C4H14O2S",
  "method": "ωB97M-V/def2-TZVPD",
  "s_squared": 0.75,
  "orbital_gap_ev": [2.792, 8.085],
  "multiplicity": 2,
  "largest_force_ha_per_bohr": 0.08349,
  "relative_energy_kj_mol": 171.7,
  "total_charge": -1,
  "symbols": ["C", "C", "C", "S", "C", "H", "H", "H", "H", "H", "H", "H", "H", "H", "H", "H", "H", "O", "H", "H", "O"],
  "coordinates": [[2.011, -1.366, -3.119], [1.054, -1.722, -2.005], [0.800, -0.585, -1.007], [-1.066, -0.208, -0.408], [-0.506, -0.148, 1.477], [1.897, -0.442, -3.802], [2.141, -2.310, -3.862], [3.026, -1.183, -2.814], [0.032, -1.838, -2.359], [1.329, -2.807, -1.520], [1.434, -0.755, -0.105], [1.105, 0.371, -1.373], [0.180, -1.051, 1.628], [-1.353, -0.038, 2.070], [0.133, 0.794, 1.557], [-4.247, 2.023, 1.608], [-3.254, 0.810, 1.300], [-3.533, 1.442, 2.040], [2.267, 1.705, 1.767], [1.596, 2.609, 2.920], [2.361, 2.104, 2.640]]
}


Entry 6:
{
  "formula": "C5H6N3O",
  "method": "ωB97M-V/def2-TZVPD",
  "orbital_gap_ev": 9.086,
  "largest_force_ha_per_bohr": 0.15436,
  "relative_energy_kj_mol": 569.2,
  "total_charge": 1,
  "symbols": ["C", "C", "C", "C", "C", "N", "N", "N", "O", "H", "H", "H", "H", "H", "H"],
  "coordinates": [[-0.833, -0.077, 0.632], [0.424, 1.122, -0.836], [-0.160, -1.170, 0.312], [0.301, 2.543, -0.775], [-0.035, -2.632, 0.653], [-2.413, 0.937, 1.983], [1.093, 0.134, -1.078], [-1.687, 0.362, 1.381], [0.886, -1.053, -0.615], [1.294, 3.110, -0.416], [-0.106, 3.170, -1.673], [-0.503, 2.976, -0.121], [-0.586, -2.827, 1.533], [-0.406, -3.354, -0.073], [1.102, -2.990, 0.625]]
}


Entry 7:
{
  "formula": "C6H8IrN2O12",
  "method": "ωB97M-V/def2-TZVPD",
  "s_squared": 0.75,
  "orbital_gap_ev": [8.865, 7.382],
  "multiplicity": 2,
  "largest_force_ha_per_bohr": 0.02362,
  "relative_energy_kj_mol": 0.0,
  "total_charge": 0,
  "symbols": ["Ir", "O", "C", "O", "C", "O", "C", "C", "O", "O", "H", "H", "H", "H", "H", "O", "C", "O", "C", "O", "O", "O", "N", "O", "O", "N", "H", "H", "H"],
  "coordinates": [[-0.106, -0.754, 0.164], [1.498, 2.522, 0.868], [0.347, 2.085, 0.471], [-0.263, 1.170, 1.045], [-0.235, 2.821, -0.714], [-1.050, 1.953, -1.446], [-0.471, 1.435, -2.628], [0.731, 0.491, -2.494], [1.389, 0.300, -3.491], [1.035, -0.061, -1.341], [1.861, 1.884, 1.526], [0.575, 3.261, -1.300], [-0.858, 3.629, -0.318], [-0.144, 2.241, -3.290], [-1.269, 0.894, -3.136], [-3.288, -2.059, 2.366], [-2.392, -1.582, 1.771], [-1.149, -1.516, 1.779], [-3.009, -0.482, 0.191], [-4.144, -0.188, 0.261], [-2.033, -0.442, -0.575], [3.399, -1.579, 2.059], [2.446, -0.928, 1.732], [1.618, -1.514, 0.880], [2.120, 0.140, 2.235], [-0.016, -2.546, -0.816], [-0.054, -3.339, -0.180], [0.885, -2.568, -1.293], [-0.752, -2.643, -1.510]]
}


Entry 8:
{
  "formula": "C7H10",
  "method": "ωB97M-V/def2-TZVPD",
  "orbital_gap_ev": 10.339,
  "smiles": "C1C[C@H]2[C@@H]1[C@H]1C[C@@H]21",
  "largest_force_ha_per_bohr": 0.02936,
  "relative_energy_kj_mol": 276.7,
  "total_charge": 0,
  "symbols": ["C", "C", "C", "C", "C", "C", "C", "H", "H", "H", "H", "H", "H", "H", "H", "H", "H"],
  "coordinates": [[1.294, -0.304, 1.090], [1.298, 0.738, 0.045], [1.213, -0.713, -0.361], [-0.170, -0.525, -0.997], [-1.389, -0.789, -0.080], [-1.419, 0.723, 0.296], [-0.129, 0.968, -0.551], [2.246, -0.513, 1.564], [0.437, -0.335, 1.757], [2.150, 1.401, -0.130], [1.999, -1.308, -0.809], [-0.252, -0.867, -2.033], [-1.185, -1.473, 0.752], [-2.280, -1.160, -0.600], [-2.348, 1.205, -0.043], [-1.293, 0.961, 1.354], [0.077, 1.865, -1.116]]
}


Entry 9:
{
  "formula": "C18H29N7O3",
  "method": "ωB97M-V/def2-TZVPD",
  "orbital_gap_ev": 9.102,
  "smiles": "CCOc1c(C)cc(C)cc1CNc1nnn[nH]1.CNC(=O)[C@H](C)NC(C)=O",
  "largest_force_ha_per_bohr": 0.03838,
  "total_charge": 0,
  "symbols": ["O", "O", "N", "N", "N", "O", "C", "C", "C", "C", "C", "C", "C", "C", "C", "N", "N", "N", "N", "C", "C", "C", "C", "C", "C", "C", "C", "C", "H", "H", "H", "H", "H", "H", "H", "H", "H", "H", "H", "H", "H", "H", "H", "H", "H", "H", "H", "H", "H", "H", "H", "H", "H", "H", "H", "H", "H"],
  "coordinates": [[-2.950, 4.159, 3.375], [-2.320, 2.623, -0.045], [1.198, -6.657, -1.346], [1.680, -6.037, -0.323], [1.281, -5.903, -2.491], [3.854, 0.022, -2.169], [-3.162, 3.111, 3.965], [-2.964, 2.194, 0.906], [1.838, -4.790, -2.144], [0.299, 0.811, -1.558], [0.522, -1.526, -2.107], [2.496, -0.115, -2.020], [-0.289, -0.441, -1.762], [1.683, 0.991, -1.689], [1.915, -1.378, -2.251], [2.094, -4.853, -0.813], [-4.299, 2.146, 0.793], [2.085, -3.755, -3.020], [-2.883, 1.913, 3.454], [-3.771, 3.131, 5.347], [-1.782, -0.626, -1.655], [2.258, 2.377, -1.494], [-5.289, 1.578, 1.707], [2.814, -2.523, -2.676], [6.062, -0.086, -1.240], [4.578, 0.057, -0.933], [-1.814, 0.238, 2.065], [-2.201, 1.718, 2.171], [-0.328, 1.664, -1.312], [0.047, -2.487, -2.279], [2.468, -4.084, -0.271], [-4.643, 2.547, -0.067], [1.794, -3.910, -3.982], [-3.082, 1.100, 4.011], [-4.717, 2.595, 5.339], [-3.081, 2.666, 6.049], [-3.941, 4.167, 5.639], [-2.208, -0.810, -2.645], [-2.015, -1.478, -1.010], [-2.261, 0.262, -1.236], [3.130, 2.533, -2.136], [2.559, 2.517, -0.452], [1.516, 3.142, -1.743], [-4.937, 0.627, 2.109], [-5.480, 2.275, 2.525], [-6.225, 1.405, 1.173], [3.391, -2.206, -3.552], [3.539, -2.724, -1.880], [6.256, -1.038, -1.742], [6.643, -0.053, -0.314], [6.394, 0.729, -1.890], [4.406, 1.001, -0.409], [4.259, -0.760, -0.276], [-1.202, 0.090, 1.175], [-1.232, -0.062, 2.938], [-2.706, -0.383, 1.989], [-1.277, 2.298, 2.201]]
}


Entry 10:
{
  "formula": "C4H11S",
  "method": "ωB97M-V/def2-TZVPD",
  "orbital_gap_ev": 5.773,
  "largest_force_ha_per_bohr": 0.02694,
  "relative_energy_kj_mol": 72.9,
  "total_charge": -1,
  "symbols": ["C", "S", "H", "H", "H", "C", "C", "C", "H", "H", "H", "H", "H", "H", "H", "H"],
  "coordinates": [[-1.245, 3.467, -0.182], [-0.667, 1.727, -0.277], [-0.491, 4.069, 0.339], [-2.158, 3.579, 0.408], [-1.382, 3.866, -1.183], [0.746, -3.567, 0.531], [0.407, -2.186, -0.101], [1.446, -1.127, 0.268], [0.525, -3.492, 1.589], [0.031, -4.318, 0.178], [1.775, -3.851, 0.350], [0.393, -2.277, -1.190], [-0.604, -1.965, 0.249], [1.455, -0.336, -0.480], [2.443, -1.550, 0.336], [1.207, -0.682, 1.229]]
}